Record 1
Computed, not measured: a molecular structure, C29H29AgCl5N2Sb, with ωB97M-V/def2-TZVPD.

Each line ends with the natural charge from an NBO analysis.
Positions of all 67 atoms, in Å:
Ag: -0.1779 0.4557 0.0375  0.74
N: -0.4489 0.9297 -2.5670  -0.86
C: 0.8946 1.1820 -3.0786  -0.23
C: 1.8189 0.0549 -2.6324  -0.23
N: 1.9381 0.0168 -1.1661  -0.87
H: -0.8891 0.1675 -3.0710  0.37
H: -1.0415 1.7453 -2.6591  0.38
H: 1.2432 2.1277 -2.6561  0.20
H: 0.9383 1.2612 -4.1704  0.18
H: 2.7915 0.1619 -3.1218  0.19
H: 1.3849 -0.8920 -2.9627  0.19
H: 2.5078 0.7960 -0.8540  0.38
H: 2.4250 -0.8263 -0.8843  0.38
Cl: -0.6937 4.1615 0.7544  -0.02
C: -2.0800 3.2439 0.2362  0.00
C: -1.9321 1.8713 0.1098  -0.49
C: -3.0816 1.1978 -0.2981  -0.10
Cl: -2.9612 -0.5363 -0.4792  -0.01
C: -4.2944 1.8158 -0.5789  -0.10
Cl: -5.6649 0.9103 -1.1051  0.04
C: -4.3880 3.1993 -0.4385  -0.10
Cl: -5.8706 4.0083 -0.7744  0.05
C: -3.2689 3.9220 -0.0277  -0.13
Cl: -3.3742 5.6379 0.1293  0.04
C: -2.9965 1.2367 4.0920  -0.64
C: -2.5274 0.1903 5.0733  -0.02
C: -3.0170 0.1850 6.3768  -0.21
C: -2.6073 -0.7704 7.2945  -0.19
C: -1.6905 -1.7410 6.9219  -0.23
C: -1.1916 -1.7461 5.6282  -0.21
C: -1.6047 -0.7933 4.7041  -0.35
Sb: -0.8102 -0.8326 2.6963  1.09
C: 1.2548 -0.9402 3.3370  -0.35
C: 1.8415 -2.1643 3.6424  -0.23
C: 3.1826 -2.2526 3.9886  -0.22
C: 3.9525 -1.1020 4.0280  -0.20
C: 3.3733 0.1255 3.7414  -0.21
C: 2.0269 0.2291 3.4011  -0.03
C: 1.4318 1.5903 3.1428  -0.64
C: -1.1465 -2.9221 2.3293  -0.37
C: -2.1551 -3.5738 3.0360  -0.21
C: -2.5203 -4.8766 2.7315  -0.22
C: -1.8795 -5.5436 1.7017  -0.20
C: -0.8839 -4.9024 0.9815  -0.21
C: -0.5116 -3.5930 1.2709  -0.03
C: 0.5475 -2.9322 0.4323  -0.64
H: -3.7151 1.9116 4.5549  0.22
H: -3.4728 0.7747 3.2241  0.23
H: -2.1613 1.8354 3.7208  0.22
H: -3.7343 0.9409 6.6754  0.21
H: -3.0044 -0.7549 8.3017  0.21
H: -1.3658 -2.4907 7.6325  0.21
H: -0.4725 -2.5032 5.3368  0.22
H: 1.2461 -3.0707 3.5907  0.22
H: 3.6227 -3.2139 4.2230  0.21
H: 5.0017 -1.1564 4.2901  0.21
H: 3.9764 1.0253 3.7923  0.21
H: 2.1320 2.3821 3.4065  0.22
H: 0.5205 1.7379 3.7264  0.22
H: 1.1610 1.7202 2.0910  0.22
H: -2.6612 -3.0572 3.8428  0.22
H: -3.3020 -5.3675 3.2971  0.21
H: -2.1583 -6.5593 1.4512  0.21
H: -0.3897 -5.4265 0.1710  0.21
H: 0.9640 -3.6328 -0.2921  0.22
H: 1.3601 -2.5488 1.0511  0.23
H: 0.1194 -2.0915 -0.1251  0.21

Summary:
* relative energy (zero: lowest compared OMol25 entry of this formula, charge and spin): 41.5 kJ/mol
* charge: 0
* max |F|: 0.6 eV Å⁻¹
* HOMO: -7.435 eV
* gap between HOMO and LUMO: 0.2840 Ha

Record 2
Computed, not measured: a molecular structure, C29H29AlN2OPSe, with ωB97M-V/def2-TZVPD.

Each line ends with the natural charge from an NBO analysis.
Positions of all 64 atoms, in Å:
Al: -0.5373 -1.1181 -1.4122  1.20
C: -0.0286 -0.8041 -4.1649  -0.56
C: 1.3387 -0.2202 -3.7913  -0.24
C: 1.1603 1.2231 -3.3102  -0.61
C: 2.0543 -1.1311 -2.7803  -0.08
C: 3.4927 -0.7620 -2.4774  -0.09
O: 3.6405 -1.0938 -1.1031  -0.44
C: 2.3706 -1.1578 -0.6195  0.66
N: 1.3917 -1.1181 -1.4656  -0.71
C: 2.2885 -1.2720 0.8626  -0.08
C: 3.5079 -1.3966 1.5670  -0.16
C: 3.5395 -1.5428 2.9529  -0.19
C: 2.3517 -1.5735 3.6637  -0.16
C: 1.1367 -1.4506 2.9877  -0.18
C: 1.0678 -1.2910 1.5829  -0.31
P: -0.5907 -1.1181 0.7929  0.80
C: -1.2190 0.3744 1.6289  -0.42
C: -1.0953 1.5957 0.9428  -0.10
C: -1.5376 2.7937 1.5107  -0.23
C: -2.1108 2.7926 2.7784  -0.16
C: -2.2416 1.5950 3.4758  -0.24
C: -1.7992 0.3971 2.9052  -0.12
C: -1.5417 -2.5326 1.4336  -0.29
C: -0.9311 -3.7829 1.6330  -0.23
C: -1.6633 -4.8885 2.0762  -0.19
C: -3.0292 -4.7701 2.3105  -0.18
C: -3.6638 -3.5527 2.0836  -0.20
C: -2.9292 -2.4499 1.6344  -0.21
H: -0.5068 -0.2019 -4.9449  0.26
H: -0.7029 -0.8341 -3.3024  0.12
H: 0.0750 -1.8236 -4.5512  0.23
H: 1.9445 -0.1950 -4.7067  0.24
H: 0.5488 1.2743 -2.4036  0.11
H: 0.6620 1.8233 -4.0796  0.22
H: 2.1204 1.7023 -3.1006  0.20
H: 2.0290 -2.1643 -3.1535  0.21
H: 3.7286 0.2974 -2.6058  0.21
H: 4.1953 -1.3487 -3.0774  0.22
H: 4.4597 -1.3874 1.0397  0.24
H: 4.4908 -1.6375 3.4701  0.24
H: 2.3618 -1.6935 4.7440  0.24
H: 0.2290 -1.4923 3.5851  0.23
H: -0.6474 1.6243 -0.0497  0.10
H: -1.4309 3.7248 0.9606  0.23
H: -2.4535 3.7231 3.2226  0.23
H: -2.6867 1.5896 4.4673  0.23
H: -1.9149 -0.5166 3.4822  0.21
H: 0.1291 -3.9213 1.4294  0.22
H: -1.1653 -5.8425 2.2245  0.23
H: -3.6011 -5.6292 2.6498  0.23
H: -4.7356 -3.4596 2.2415  0.23
H: -3.4626 -1.5225 1.4344  0.23
Se: -0.5373 1.2790 -1.4122  -0.04
C: -0.5398 3.1980 -1.3964  -0.09
C: -1.7324 3.9000 -1.5932  -0.27
C: -1.7133 5.2972 -1.5781  0.04
N: -0.5435 5.9607 -1.3737  -0.40
C: 0.6281 5.2971 -1.1803  0.04
C: 0.6509 3.8999 -1.1882  -0.29
H: -2.6627 3.3710 -1.7557  0.24
H: -2.6284 5.8541 -1.7289  0.22
H: 1.5417 5.8538 -1.0203  0.21
H: 1.5826 3.3708 -1.0343  0.23
H: -2.1345 -1.1181 -1.4122  -0.28

Summary:
* charge: +1
* max |F|: 7.1 eV Å⁻¹
* HOMO (alpha / beta): -8.204 / -8.433 eV
* gap between HOMO and LUMO (alpha / beta): 0.1627 / 0.1727 Ha

Record 3
Computed, not measured: a molecular structure, C29H29AsN7O7Sr, with ωB97M-V/def2-TZVPD.

Each line ends with the Löwdin charge.
Positions of all 74 atoms, in Å:
Sr: 0.6305 1.2128 -0.0609  1.55
O: 0.3605 -5.0852 -0.7144  0.04
C: 1.5892 -4.5467 -0.7744  -0.28
C: 2.6770 -5.4221 -0.7849  -0.03
C: 3.9703 -4.9383 -0.8107  -0.09
C: 4.2141 -3.5686 -0.8383  -0.09
C: 3.1404 -2.6996 -0.8486  -0.03
C: 1.8235 -3.1591 -0.8193  -0.07
C: 0.7401 -2.1419 -0.8187  -0.45
O: 1.0296 -0.9211 -1.0061  -0.24
N: -0.4994 -2.6067 -0.6718  0.02
N: -1.4992 -1.6804 -0.7132  0.05
C: -1.4472 -0.7386 0.1458  -0.17
C: -2.2957 0.4622 -0.0439  -0.28
C: -3.3559 0.5051 -0.9471  -0.01
C: -3.9337 1.7322 -1.1892  -0.06
C: -3.4601 2.8631 -0.5380  -0.06
C: -2.4243 2.7209 0.3614  -0.13
N: -1.8258 1.5441 0.6023  -0.02
H: -0.2785 -4.3236 -0.6531  0.07
H: 2.4729 -6.4845 -0.7533  0.11
H: 4.7992 -5.6360 -0.8009  0.10
H: 5.2264 -3.1861 -0.8439  0.09
H: 3.2987 -1.6297 -0.8681  0.10
H: -0.6852 -0.7288 0.9335  0.10
H: -3.6586 -0.4007 -1.4507  0.11
H: -4.7457 1.8212 -1.9009  0.11
H: -3.8860 3.8383 -0.7275  0.10
H: -2.0292 3.5645 0.9161  0.12
O: 1.9978 -0.9152 3.5604  0.01
C: 2.3862 -0.3886 2.5212  -0.60
O: 1.6711 0.2637 1.6938  -0.29
C: 3.8612 -0.5309 2.1613  -0.10
C: 4.4162 0.1081 1.0607  -0.02
C: 5.7571 -0.0488 0.7340  -0.05
C: 6.5640 -0.8632 1.5090  -0.01
C: 5.9960 -1.4925 2.6060  -0.14
C: 4.6672 -1.3406 2.9504  0.07
N: 6.8518 -2.3580 3.4376  -0.35
O: 6.3378 -2.9403 4.3709  0.07
O: 8.0002 -2.5382 3.0723  0.05
H: 3.7901 0.7538 0.4618  0.09
H: 6.1707 0.4731 -0.1193  0.10
H: 7.6096 -1.0121 1.2863  0.11
H: 4.2423 -1.8416 3.8071  0.13
O: 1.4761 3.3556 0.8262  -0.31
N: 2.7283 3.2595 0.5825  -0.06
C: 3.0721 3.4683 -0.6764  -0.35
C: 2.0603 3.6313 -1.6817  -0.23
N: 1.2396 3.6629 -2.4902  0.16
C: 4.4390 3.3364 -1.0665  -0.20
N: 5.5403 3.2214 -1.3792  0.15
C: 0.6012 2.9469 5.6274  -0.18
C: 0.5168 1.4224 5.5602  -0.45
As: -0.8174 0.7758 4.2697  1.21
C: -2.4520 1.4591 5.1779  -0.47
C: -2.5362 1.2742 6.6872  -0.18
C: -0.9369 -1.0719 4.9298  -0.45
C: -2.2354 -1.7589 4.5040  -0.19
H: 1.0823 3.2783 6.5503  0.06
H: -0.3840 3.4199 5.5903  0.04
H: 1.1794 3.3403 4.7906  0.06
H: 0.3127 0.9797 6.5368  0.05
H: 1.4663 1.0105 5.2146  0.05
H: -3.2897 0.9634 4.6803  0.04
H: -2.5372 2.5187 4.9226  0.04
H: -2.3467 0.2390 6.9775  0.05
H: -3.5224 1.5463 7.0733  0.06
H: -1.8002 1.8932 7.2033  0.06
H: -0.8198 -1.0798 6.0151  0.05
H: -0.0717 -1.5782 4.5041  0.04
H: -2.5676 -1.4147 3.5198  0.05
H: -3.0513 -1.5589 5.2023  0.06
H: -2.1109 -2.8410 4.4393  0.06

Summary:
* relative energy (zero: lowest compared OMol25 entry of this formula, charge and spin): 176.9 kJ/mol
* charge: -1
* max |F|: 1.0 eV Å⁻¹
* HOMO: -5.795 eV
* gap between HOMO and LUMO: 0.2762 Ha